No. 1
{"formula": "C7H16O3", "method": "ωB97M-V/def2-TZVPD", "total_charge": 0, "orbital_gap_ha": 0.3264, "e_tot_ev": -13655.7688, "max_force_ev_per_a": 6.4, "e_lumo_ev": -0.226, "smiles": "CC(C)COCCC=O.O", "de_lowest_kj_mol": 532.4, "species": ["C", "C", "C", "C", "O", "C", "C", "C", "O", "H", "H", "H", "H", "H", "H", "H", "H", "H", "H", "H", "H", "H", "H", "O", "H", "H"], "xyz": [[1.180, 2.027, -1.428], [-0.160, 1.435, -1.863], [-1.034, 2.478, -2.560], [-0.916, 0.832, -0.688], [-0.173, -0.223, -0.123], [-0.863, -0.912, 0.885], [0.165, -1.723, 1.657], [-0.372, -2.859, 2.492], [0.500, -3.588, 3.063], [1.844, 1.255, -1.016], [1.028, 2.797, -0.655], [1.691, 2.499, -2.280], [0.035, 0.616, -2.576], [-1.291, 3.297, -1.870], [-1.971, 2.035, -2.928], [-0.506, 2.915, -3.419], [-1.900, 0.453, -1.023], [-1.104, 1.610, 0.077], [-1.623, -1.597, 0.465], [-1.367, -0.194, 1.558], [0.730, -2.248, 0.861], [0.010, -1.292, 2.842], [-1.236, -3.377, 2.031], [2.485, -1.776, 2.295], [2.067, -2.747, 2.820], [2.780, -1.710, 1.382]]}

***

No. 2
{"formula": "C7H16O4", "method": "ωB97M-V/def2-TZVPD", "total_charge": 0, "orbital_gap_ha": 0.3820, "e_tot_ev": -15706.8391, "max_force_ev_per_a": 0.3, "e_lumo_ev": 0.888, "smiles": "COC[C@@H](OC)OC[C@H](C)O", "de_lowest_kj_mol": 78.7, "species": ["C", "O", "C", "C", "O", "C", "O", "C", "C", "C", "O", "H", "H", "H", "H", "H", "H", "H", "H", "H", "H", "H", "H", "H", "H", "H", "H"], "xyz": [[2.663, -2.031, 0.481], [3.041, -0.913, -0.297], [1.964, -0.283, -0.942], [1.006, 0.395, 0.041], [0.514, 1.587, -0.516], [0.867, 2.760, 0.196], [-0.059, -0.435, 0.425], [-1.050, -0.648, -0.573], [-2.306, 0.147, -0.269], [-2.848, -0.149, 1.127], [-3.264, -0.093, -1.293], [2.303, -1.737, 1.472], [1.871, -2.606, -0.010], [3.547, -2.656, 0.596], [1.422, -1.008, -1.563], [2.389, 0.479, -1.595], [1.551, 0.596, 0.970], [0.400, 2.770, 1.184], [1.953, 2.848, 0.299], [0.503, 3.602, -0.389], [-0.674, -0.403, -1.568], [-1.303, -1.716, -0.556], [-2.062, 1.208, -0.345], [-2.629, -1.179, 1.427], [-3.928, -0.010, 1.128], [-2.399, 0.504, 1.873], [-3.472, -1.029, -1.302]]}

***

No. 3
{"formula": "C7H16S2Si", "method": "ωB97M-V/def2-TZVPD", "total_charge": 0, "orbital_gap_ha": [0.1947, 0.2086], "e_tot_ev": -37059.5484, "max_force_ev_per_a": 4.6, "e_lumo_ev": [0.539, -1.805], "spin_multiplicity": 3, "species": ["C", "C", "C", "C", "C", "C", "C", "Si", "S", "S", "H", "H", "H", "H", "H", "H", "H", "H", "H", "H", "H", "H", "H", "H", "H", "H"], "xyz": [[1.035, -0.465, 1.442], [1.663, 0.718, 0.804], [2.730, 2.768, -1.245], [1.620, 0.169, -2.498], [-3.771, -2.671, 0.021], [-1.373, 0.952, 2.112], [-1.737, -0.685, 0.011], [1.923, 1.109, -0.924], [-2.081, -2.348, -0.679], [-0.934, -0.686, 1.492], [1.380, -0.549, 2.503], [1.299, -1.302, 0.845], [1.724, 1.543, 1.584], [3.504, 2.795, -0.581], [3.040, 3.028, -2.226], [2.093, 3.537, -0.920], [2.470, 0.141, -3.108], [1.396, -0.874, -2.396], [0.844, 0.345, -3.197], [-3.972, -1.938, 0.841], [-3.915, -3.677, 0.445], [-4.496, -2.573, -0.757], [-0.875, 1.165, 3.077], [-2.557, 1.053, 2.100], [-1.032, 1.677, 1.427], [-1.317, -0.002, -0.619]]}

***

No. 4
{"formula": "C7H17AlClI2N2OPS", "method": "ωB97M-V/def2-TZVPD", "total_charge": 2, "orbital_gap_ha": 0.2255, "e_tot_ev": -67995.1899, "max_force_ev_per_a": 4.5, "e_lumo_ev": -7.781, "de_lowest_kj_mol": 0.0, "species": ["I", "I", "Al", "P", "C", "C", "H", "H", "H", "C", "H", "H", "H", "H", "H", "H", "C", "O", "Cl", "C", "N", "C", "S", "N", "C", "H", "H", "H", "H", "H", "H", "H", "H"], "xyz": [[1.281, 6.126, 0.943], [2.586, 4.363, 2.552], [0.501, -0.268, -0.171], [2.336, 0.148, -1.487], [3.288, 1.675, -1.435], [3.469, -1.235, -1.186], [1.053, -0.810, -3.315], [2.647, -0.221, -3.868], [1.327, 0.942, -3.544], [1.790, -0.001, -3.220], [2.892, -2.165, -1.091], [4.178, -1.341, -2.015], [4.157, 1.618, -2.091], [3.628, 1.871, -0.419], [4.020, -1.054, -0.252], [2.680, 2.522, -1.747], [0.429, 1.884, -0.402], [0.649, 2.989, -0.189], [-0.625, -1.669, -1.349], [-4.421, -0.158, 1.441], [-3.127, 0.167, 2.073], [-1.983, -0.458, 1.740], [-0.444, 0.445, 1.738], [-1.969, -1.761, 1.428], [-2.837, -2.782, 2.033], [-4.320, -0.965, 0.704], [-4.834, 0.757, 0.998], [-5.141, -0.507, 2.197], [-2.986, 1.136, 2.391], [-1.081, -2.105, 1.062], [-3.516, -3.173, 1.260], [-2.186, -3.605, 2.378], [-3.442, -2.364, 2.845]]}

***

No. 5
{"formula": "C7H17BrSi", "method": "ωB97M-V/def2-TZVPD", "total_charge": 0, "orbital_gap_ha": 0.3608, "e_tot_ev": -85454.3243, "max_force_ev_per_a": 4.8, "e_lumo_ev": 0.713, "smiles": "CC(C)(C)[Si](C)(C)CBr", "de_lowest_kj_mol": 0.0, "species": ["C", "C", "C", "C", "Si", "C", "C", "C", "Br", "H", "H", "H", "H", "H", "H", "H", "H", "H", "H", "H", "H", "H", "H", "H", "H", "H"], "xyz": [[2.000, -0.397, -0.430], [0.809, 0.517, 0.077], [0.686, 1.521, -1.129], [1.153, 1.085, 1.437], [-0.861, -0.495, 0.129], [-1.193, -1.754, 1.607], [-1.078, -1.402, -1.548], [-2.447, 1.015, 0.238], [-4.210, 0.139, -0.033], [2.021, -1.372, 0.072], [1.984, -0.564, -1.463], [2.919, 0.102, -0.183], [1.398, 2.342, -1.098], [-0.228, 2.023, -1.299], [0.845, 1.026, -2.108], [1.524, 0.279, 2.012], [1.860, 1.864, 1.468], [0.231, 1.493, 1.866], [-1.322, -1.179, 2.520], [-1.992, -2.336, 1.451], [-0.356, -2.473, 1.800], [-0.545, -0.850, -2.323], [-0.604, -2.372, -1.518], [-2.120, -1.635, -1.576], [-2.575, 1.346, 1.235], [-2.410, 1.622, -0.635]]}

***

No. 6
{"formula": "C7H17ClNOPS", "method": "ωB97M-V/def2-TZVPD", "total_charge": 0, "orbital_gap_ha": 0.3394, "e_tot_ev": -43717.9392, "max_force_ev_per_a": 4.8, "e_lumo_ev": 0.542, "smiles": "C/C=N\\P(Cl)OCC.CCCS", "de_lowest_kj_mol": 84.0, "species": ["C", "C", "N", "P", "Cl", "O", "C", "C", "H", "H", "H", "H", "H", "H", "H", "H", "H", "C", "C", "C", "S", "H", "H", "H", "H", "H", "H", "H", "H"], "xyz": [[2.855, -2.600, 1.635], [2.525, -1.682, 0.481], [2.284, -0.439, 0.620], [2.350, 0.657, 1.959], [0.413, 0.201, 2.532], [2.275, 2.083, 1.276], [1.899, 2.409, -0.114], [0.366, 2.430, -0.248], [2.510, -2.212, 2.538], [2.329, -3.501, 1.437], [4.015, -2.852, 1.724], [2.596, -1.923, -0.620], [2.228, 3.467, -0.313], [2.178, 1.613, -0.865], [0.235, 2.821, -1.354], [-0.113, 1.490, -0.172], [-0.241, 3.116, 0.288], [-3.750, 0.434, -1.036], [-2.753, -0.304, -0.256], [-1.933, -1.010, -1.369], [-0.801, -2.292, -0.660], [-3.266, 0.965, -1.899], [-4.519, -0.214, -1.523], [-4.498, 1.161, -0.518], [-3.091, -0.999, 0.511], [-2.242, 0.423, 0.225], [-2.608, -1.508, -1.951], [-1.393, -0.367, -1.946], [0.148, -1.366, -0.382]]}

***

No. 7
{"formula": "C7H17CrN2O9", "method": "ωB97M-V/def2-TZVPD", "total_charge": 0, "orbital_gap_ha": [0.2251, 0.1393], "e_tot_ev": -57363.1913, "max_force_ev_per_a": 5.2, "e_lumo_ev": [-0.695, -3.279], "spin_multiplicity": 6, "species": ["Cr", "C", "C", "O", "O", "H", "H", "H", "C", "C", "O", "O", "H", "H", "H", "C", "C", "O", "O", "H", "H", "H", "C", "O", "N", "N", "H", "H", "H", "H", "O", "H", "H", "O", "H", "H"], "xyz": [[-0.424, 0.285, 0.344], [2.556, -2.480, 1.787], [1.828, -1.171, 1.691], [0.581, -1.128, 1.612], [2.516, -0.132, 1.607], [3.452, -2.347, 2.393], [2.890, -2.794, 0.797], [1.916, -3.292, 2.131], [2.022, 1.118, -3.329], [1.763, 1.563, -1.836], [1.247, 0.852, -1.002], [2.201, 2.713, -1.566], [3.034, 0.714, -3.312], [1.857, 1.872, -4.098], [1.259, 0.374, -3.556], [-0.833, 1.968, 3.858], [0.155, 2.370, 2.744], [-0.169, 2.013, 1.602], [1.291, 2.692, 3.040], [-1.850, 2.357, 3.800], [-0.422, 2.146, 4.851], [-0.794, 0.879, 3.892], [-1.433, -1.572, -2.093], [-0.755, -1.096, -1.139], [-1.009, -1.585, -3.303], [-2.552, -2.223, -1.930], [-0.114, -1.204, -3.575], [-1.548, -2.040, -4.026], [-2.940, -2.629, -2.769], [-2.864, -2.411, -0.988], [-2.137, -0.317, 1.529], [-3.081, -0.176, 1.600], [-1.884, -0.681, 2.377], [-1.659, 1.534, -0.903], [-1.538, 2.167, -1.611], [-2.564, 1.662, -0.619]]}

***

No. 8
{"formula": "C7H17F6O9OsP2SbSe2", "method": "ωB97M-V/def2-TZVPD", "total_charge": 1, "orbital_gap_ha": [0.2964, 0.2673], "e_tot_ev": -200542.4457, "max_force_ev_per_a": 0.4, "e_lumo_ev": [-3.430, -5.646], "spin_multiplicity": 6, "species": ["Os", "O", "C", "C", "C", "O", "C", "Se", "C", "Se", "H", "H", "H", "H", "H", "H", "H", "H", "H", "H", "C", "C", "O", "P", "O", "O", "O", "P", "O", "O", "O", "H", "H", "H", "H", "H", "H", "H", "F", "Sb", "F", "F", "F", "F", "F"], "xyz": [[-0.944, 0.642, 0.115], [-0.749, -1.624, 2.907], [-0.267, -2.927, 2.616], [0.189, -2.962, 1.148], [0.763, -4.372, 0.887], [1.212, -4.410, -0.446], [-0.972, -2.808, 0.158], [-2.223, -1.316, 0.386], [1.336, -1.976, 0.867], [1.190, -0.208, 1.668], [-1.034, -1.502, 3.827], [-1.055, -3.665, 2.781], [0.578, -3.183, 3.265], [-0.010, -5.127, 1.068], [1.591, -4.552, 1.586], [1.503, -5.302, -0.663], [-1.637, -3.670, 0.239], [-0.600, -2.760, -0.865], [1.432, -1.811, -0.206], [2.277, -2.397, 1.223], [1.397, 2.414, -3.924], [0.376, 2.431, -2.802], [-0.497, 3.544, -2.959], [1.120, 2.775, -1.175], [1.562, 4.273, -1.177], [2.461, 1.986, -0.977], [0.151, 2.431, -0.077], [-0.661, 0.922, -2.660], [-0.563, 0.184, -4.043], [-2.014, 1.373, -2.235], [0.003, 0.024, -1.556], [2.017, 3.310, -3.887], [0.870, 2.403, -4.876], [2.036, 1.533, -3.872], [-1.397, 3.252, -2.727], [0.850, 4.913, -1.292], [3.269, 2.432, -1.249], [-1.406, -0.121, -4.396], [-1.992, 1.495, 1.539], [-1.730, 2.349, 3.489], [0.060, 1.836, 3.173], [-1.404, 3.923, 2.532], [-1.471, 3.045, 5.188], [-3.567, 2.628, 3.358], [-2.051, 0.576, 4.045]]}

***

No. 9
{"formula": "C7H17IN3O9P2", "method": "ωB97M-V/def2-TZVPD", "total_charge": -1, "orbital_gap_ha": 0.2549, "e_tot_ev": -57100.7458, "max_force_ev_per_a": 2.6, "e_lumo_ev": 2.097, "de_lowest_kj_mol": 72.6, "species": ["C", "C", "P", "O", "C", "C", "P", "O", "I", "O", "H", "H", "H", "H", "H", "H", "H", "H", "C", "N", "O", "O", "H", "H", "H", "C", "N", "O", "O", "H", "H", "H", "C", "N", "O", "O", "H", "H", "H"], "xyz": [[4.892, 1.185, -0.330], [4.169, 0.251, -0.633], [2.826, -1.132, -0.668], [1.622, -2.373, -0.327], [1.070, -2.065, 0.933], [0.877, -0.511, 1.105], [-0.741, 0.230, 0.515], [-0.984, -0.556, -0.941], [-0.228, 2.597, -0.005], [1.783, 0.038, 0.135], [5.185, 2.089, 0.199], [2.180, -0.633, -1.866], [3.606, -1.954, -1.559], [3.454, -1.594, 0.534], [1.835, -2.342, 1.710], [0.222, -2.723, 1.213], [1.068, -0.063, 2.107], [-0.281, -0.329, -1.583], [-4.351, -1.276, -1.272], [-4.692, 0.076, -0.757], [-5.404, 0.144, 0.229], [-4.234, 1.019, -1.366], [-4.826, -2.018, -0.639], [-4.724, -1.339, -2.291], [-3.267, -1.376, -1.241], [-5.073, -3.173, 2.413], [-3.615, -3.003, 2.170], [-2.865, -3.838, 2.642], [-3.283, -2.037, 1.519], [-5.224, -4.071, 3.005], [-5.421, -2.292, 2.945], [-5.558, -3.261, 1.444], [3.761, 5.372, -1.680], [4.955, 4.960, -0.896], [6.039, 5.020, -1.445], [4.754, 4.587, 0.239], [4.084, 5.677, -2.671], [3.096, 4.513, -1.734], [3.292, 6.198, -1.152]]}

***

No. 10
{"formula": "C7H17N", "method": "ωB97M-V/def2-TZVPD", "total_charge": 0, "orbital_gap_ha": [0.2876, 0.2876], "e_tot_ev": -9020.9927, "max_force_ev_per_a": 2.6, "e_lumo_ev": [1.020, 1.020], "de_lowest_kj_mol": 408.4, "species": ["C", "C", "C", "C", "C", "C", "C", "N", "H", "H", "H", "H", "H", "H", "H", "H", "H", "H", "H", "H", "H", "H", "H", "H", "H"], "xyz": [[-0.901, 0.106, 0.034], [0.089, -0.886, 0.590], [1.568, 0.810, 0.949], [-0.851, 0.240, -1.491], [-2.354, -0.187, 0.471], [0.385, -2.116, -0.230], [2.355, 0.885, -0.328], [-0.465, 1.415, 0.622], [-0.178, -1.153, 1.617], [-0.705, 1.437, 1.610], [-0.907, 2.229, 0.186], [1.580, 1.763, 1.478], [1.939, 0.096, 1.670], [-3.061, 0.564, 0.105], [-1.479, 1.071, -1.823], [-1.217, -0.674, -1.956], [0.162, 0.416, -1.843], [-2.657, -1.160, 0.079], [-2.428, -0.233, 1.560], [1.054, -2.781, 0.322], [-0.511, -2.708, -0.489], [0.880, -1.884, -1.178], [3.335, 1.338, -0.128], [2.505, -0.102, -0.758], [1.863, 1.516, -1.069]]}

***

No. 11
{"formula": "C7H17N", "method": "ωB97M-V/def2-TZVPD", "total_charge": 0, "orbital_gap_ha": 0.3959, "e_tot_ev": -9023.4435, "max_force_ev_per_a": 3.1, "e_lumo_ev": 1.117, "smiles": "C=NCC.CCCC", "de_lowest_kj_mol": 171.9, "species": ["C", "N", "C", "C", "H", "H", "H", "H", "H", "H", "H", "C", "C", "C", "C", "H", "H", "H", "H", "H", "H", "H", "H", "H", "H"], "xyz": [[1.584, -1.407, 2.913], [2.213, -0.308, 2.796], [1.450, 0.942, 2.933], [1.988, 1.740, 1.705], [0.622, -1.466, 3.399], [2.122, -2.380, 2.580], [0.392, 0.895, 2.875], [1.762, 1.478, 3.879], [1.595, 2.794, 1.700], [3.070, 1.741, 1.763], [1.661, 1.232, 0.791], [-0.358, -0.920, -0.368], [-1.121, -0.001, -1.315], [-1.528, -0.783, -2.544], [-2.274, 0.151, -3.518], [-0.928, -1.821, -0.365], [-0.186, -0.419, 0.589], [0.621, -1.135, -0.834], [-0.467, 0.871, -1.555], [-1.993, 0.443, -0.849], [-0.622, -1.204, -2.988], [-2.191, -1.640, -2.353], [-2.603, -0.345, -4.389], [-1.592, 0.962, -3.804], [-3.218, 0.578, -3.041]]}

***

No. 12
{"formula": "C7H17N", "method": "ωB97M-V/def2-TZVPD", "total_charge": 0, "orbital_gap_ha": 0.3503, "e_tot_ev": -9023.4977, "max_force_ev_per_a": 2.5, "e_lumo_ev": 1.124, "smiles": "CCC[C@H](C)NCC", "de_lowest_kj_mol": 166.7, "species": ["C", "C", "C", "C", "C", "N", "C", "C", "H", "H", "H", "H", "H", "H", "H", "H", "H", "H", "H", "H", "H", "H", "H", "H", "H"], "xyz": [[-3.579, -0.216, -0.243], [-2.358, 0.650, -0.544], [-1.217, 0.666, 0.465], [0.244, 0.591, -0.009], [0.444, -0.324, -1.239], [1.145, 0.346, 1.120], [2.582, 0.326, 0.785], [3.109, -1.088, 0.422], [-4.316, 0.432, 0.248], [-4.060, -0.836, -0.992], [-3.255, -0.887, 0.564], [-2.647, 1.714, -0.603], [-1.977, 0.551, -1.568], [-1.362, -0.169, 1.163], [-1.274, 1.612, 1.035], [0.580, 1.587, -0.292], [0.726, 0.264, -2.124], [-0.477, -0.859, -1.526], [1.106, -1.162, -1.126], [0.943, -0.452, 1.711], [3.022, 0.676, 1.708], [2.743, 1.046, -0.034], [2.445, -1.945, 0.529], [3.480, -1.370, -0.573], [3.953, -1.155, 1.125]]}